1.
Entry from OMol25: a 2-piece molecular cluster, C3H7ClNO overall at a distorted geometry (ωB97M-V/def2-TZVPD).

Calculated values
HOMO-LUMO gap: 7.69 eV
Energy above the lowest of the compared OMol25 structures with the same formula, charge and spin: 147.5 kJ/mol
Calculated total energy: -19275.1965 eV

Structure (ORCA input):
```
! wB97M-V def2-TZVPD RIJCOSX def2/J DEFGRID3
* xyz 1 1
C 2.0120 -0.3565 0.6297
C -0.8016 -0.1252 -1.1361
C -1.6837 1.1114 0.6740
N -0.7441 0.4358 0.1816
O 1.9133 -1.5562 0.1824
Cl 2.8287 0.7614 -0.2507
H -0.6477 -1.2027 -1.0688
H -1.7502 0.0682 -1.6442
H 0.0125 0.2955 -1.7277
H -1.5804 1.5063 1.6723
H -2.6105 1.3229 0.1368
H 1.4766 -2.2050 0.7682
H 1.5753 -0.0560 1.5825
*
```



2.
Entry from OMol25: C3H7ClNO2S as an isolated structure at a distorted geometry (ωB97M-V/def2-TZVPD).

Calculated values
HOMO-LUMO gap: 7.23 eV
Energy above the lowest of the compared OMol25 structures with the same formula, charge and spin: 118.5 kJ/mol
Calculated total energy: -32166.6488 eV

Structure (ORCA input):
```
! wB97M-V def2-TZVPD RIJCOSX def2/J DEFGRID3
* xyz -1 1
C -0.5590 1.0334 -0.6838
C 0.2575 -1.2095 -1.5069
C 0.3692 -0.0950 -0.4446
N 0.3147 -0.8060 0.8868
O 0.4107 -0.0031 3.7067
O 1.0618 1.8135 2.2818
S 0.0458 0.7540 2.5141
Cl -1.2235 -1.4943 1.1578
H -0.1043 1.7314 -1.4140
H -1.5922 0.6588 -1.0077
H -0.8718 1.6374 0.2361
H -0.8284 -1.1775 -1.7367
H 0.3563 -2.2369 -1.2410
H 0.9689 -0.8683 -2.2577
H 1.3944 0.2622 -0.4909
*
```



3.
Entry from OMol25: a 2-piece molecular cluster, C3H7ClNO2S overall at a distorted geometry (ωB97M-V/def2-TZVPD).

Calculated values
HOMO-LUMO gap: 7.90 eV
Energy above the lowest of the compared OMol25 structures with the same formula, charge and spin: 193.0 kJ/mol
Calculated total energy: -32165.8764 eV

Structure (ORCA input):
```
! wB97M-V def2-TZVPD RIJCOSX def2/J DEFGRID3
* xyz -1 1
C -1.6485 1.9482 1.0946
C 0.1505 0.2142 1.3528
C -1.2706 0.6697 1.1138
N -0.0709 -1.4291 -1.3928
O 2.2524 -0.7255 -2.6056
O 2.0034 -1.8032 -0.2238
S 1.3949 -1.9836 -1.5927
Cl -1.0916 -1.5797 -2.8027
H 2.2881 -0.0124 -1.9253
H -2.6177 2.0998 0.6936
H -0.9648 2.7569 1.1839
H 0.8752 1.0912 1.4061
H 0.4303 -0.5141 0.5918
H 0.1099 -0.4533 2.1828
H -1.8405 -0.2792 0.9234
*
```



4.
Entry from OMol25: C3H7CuINO as an isolated structure at a distorted geometry (ωB97M-V/def2-TZVPD).

Calculated values
HOMO-LUMO gap (spin up / spin down): 7.89 / 4.42 eV
Energy above the lowest of the compared OMol25 structures with the same formula, charge and spin: 128.5 kJ/mol
Calculated total energy: -59493.9263 eV

Structure (ORCA input):
```
! wB97M-V def2-TZVPD RIJCOSX def2/J DEFGRID3
* xyz 1 2
Cu -18.9681 9.0377 -8.4370
I -16.9485 10.4891 -7.3930
C -14.9538 12.1067 -4.1917
C -16.2292 12.8423 -3.9297
O -16.3109 13.9334 -3.4333
N -17.4381 12.2119 -4.3234
C -18.6832 12.8845 -4.2491
H -14.2530 12.3745 -3.4054
H -14.5352 12.4273 -5.1485
H -15.0718 11.0245 -4.2327
H -17.2808 11.4768 -5.0367
H -18.8659 13.2368 -3.2297
H -19.4878 12.2331 -4.5725
H -18.6518 13.7964 -4.8601
*
```



5.
Entry from OMol25: a single C3H7F2NS molecule at a distorted geometry (ωB97M-V/def2-TZVPD).

Calculated values
HOMO-LUMO gap: 9.72 eV
SMILES string: CSC(F)(F)CN
Energy above the lowest of the compared OMol25 structures with the same formula, charge and spin: 47.4 kJ/mol
Calculated total energy: -20983.4669 eV

Structure (ORCA input):
```
! wB97M-V def2-TZVPD RIJCOSX def2/J DEFGRID3
* xyz 0 1
C -2.6449 0.5359 -0.0924
C 1.4287 -0.8448 0.0707
C 0.3761 0.1559 -0.1178
N 2.7785 -0.3964 -0.1476
F 0.3035 1.1030 0.8745
F 0.4670 0.7909 -1.2403
S -1.5638 -0.9149 -0.0897
H -2.5713 1.1957 0.7143
H -3.7074 0.1389 0.1686
H -2.6023 1.2208 -0.9628
H 1.2137 -1.5657 -0.7759
H 1.3879 -1.3186 1.0116
H 2.8640 -0.0085 -1.0587
H 3.2802 0.2259 0.5847
*
```



6.
Entry from OMol25: a single C3H7F2O2P molecule at a distorted geometry (ωB97M-V/def2-TZVPD).

Calculated values
HOMO-LUMO gap (spin up / spin down): 5.32 / 7.63 eV
Energy above the lowest of the compared OMol25 structures with the same formula, charge and spin: 181.7 kJ/mol
Calculated total energy: -22037.6526 eV

Structure (ORCA input):
```
! wB97M-V def2-TZVPD RIJCOSX def2/J DEFGRID3
* xyz 0 3
C 2.3119 0.5234 0.0846
C 1.1290 -0.2045 -0.5314
C -2.1619 -0.8907 -0.0431
O -2.0328 2.0295 0.2773
O 0.0253 0.6961 -0.6623
F -2.8371 -1.2478 1.0691
F -3.0525 -0.6671 -1.0191
P -1.1993 0.6757 0.3432
H 2.5499 1.4032 -0.5074
H 2.0696 0.8475 1.0952
H 3.1780 -0.1320 0.1136
H 0.8509 -1.0686 0.0842
H 1.3668 -0.5496 -1.5391
H -1.5369 -1.7507 -0.3416
H -0.6609 0.3356 1.5764
*
```



7.
Entry from OMol25: a 2-piece molecular cluster, C3H7FINO overall at a distorted geometry (ωB97M-V/def2-TZVPD).

Calculated values
HOMO-LUMO gap: 8.32 eV
Energy above the lowest of the compared OMol25 structures with the same formula, charge and spin: 206.5 kJ/mol
Calculated total energy: -17577.3167 eV

Structure (ORCA input):
```
! wB97M-V def2-TZVPD RIJCOSX def2/J DEFGRID3
* xyz 0 1
C 0.1102 2.2236 -0.3734
C -0.0223 -2.3603 0.6216
C -0.0947 0.0075 0.5047
N 0.6626 1.0105 0.1269
O 0.4300 -1.0423 1.0852
F -0.0139 -0.5877 -1.9470
I -2.1767 0.2500 0.1423
H -0.8668 2.3824 0.1826
H 0.7606 3.0667 -0.1167
H 0.1012 2.1975 -1.4843
H -0.1101 -2.9106 1.4739
H 0.6703 -2.6923 -0.1097
H -0.9935 -2.2999 0.0750
H 1.5432 0.7547 -0.1810
*
```



8.
Entry from OMol25: a 2-piece molecular cluster, C3H7FN overall (ωB97M-V/def2-TZVPD).

Calculated values
HOMO-LUMO gap: 7.95 eV
Energy above the lowest of the compared OMol25 structures with the same formula, charge and spin: 0.0 kJ/mol
Calculated total energy: -7423.6091 eV

Structure (ORCA input):
```
! wB97M-V def2-TZVPD RIJCOSX def2/J DEFGRID3
* xyz 1 1
C 1.0192 -0.1758 -2.6472
C -1.2244 0.5865 1.6340
C 1.3364 0.0588 -1.3946
N -1.0675 -0.4728 2.3091
F 0.4168 -0.0549 -0.3865
H 0.0286 -0.4717 -2.9457
H 1.7633 -0.0776 -3.4159
H -1.8633 0.6002 0.7574
H -0.7156 1.5045 1.9085
H 2.2968 0.3565 -1.0041
H -1.5282 -1.3479 2.0538
H -0.4622 -0.5059 3.1312
*
```



9.
Entry from OMol25: a single C3H7FN2S molecule at a distorted geometry (ωB97M-V/def2-TZVPD).

Calculated values
HOMO-LUMO gap: 9.83 eV
SMILES string: [H]/N=C(\N)SCCF
Energy above the lowest of the compared OMol25 structures with the same formula, charge and spin: 0.0 kJ/mol
Calculated total energy: -19757.1793 eV

Structure (ORCA input):
```
! wB97M-V def2-TZVPD RIJCOSX def2/J DEFGRID3
* xyz 0 1
C 1.4626 0.0496 -0.3179
C -1.1451 0.8723 0.2822
C -1.9113 -0.2036 -0.4851
H 1.4263 0.2203 1.7009
H 2.2089 -1.1414 1.1547
H 2.8050 -1.0598 -1.0812
H -0.9244 0.4934 1.3085
H -1.7533 1.7532 0.3804
H -2.8623 -0.4098 0.0079
H -2.1043 0.1463 -1.5146
N 1.4922 -0.4533 0.9856
N 2.1066 -0.3469 -1.3259
F -1.1581 -1.3572 -0.5474
S 0.3572 1.4370 -0.5481
*
```



10.
Entry from OMol25: a 2-piece molecular cluster, C3H7FN3 overall at a distorted geometry (ωB97M-V/def2-TZVPD).

Calculated values
HOMO-LUMO gap: 12.27 eV
Energy above the lowest of the compared OMol25 structures with the same formula, charge and spin: 362.5 kJ/mol
Calculated total energy: -10401.6901 eV

Structure (ORCA input):
```
! wB97M-V def2-TZVPD RIJCOSX def2/J DEFGRID3
* xyz 1 1
C 1.5946 -0.1871 0.2514
C -1.4676 0.1067 -0.5984
C 2.3946 -1.2424 -0.2745
N -2.0567 1.3832 -0.1330
N -0.7614 1.3130 -0.6561
N 0.9981 0.5447 0.8759
F -1.3615 -0.5803 0.5344
H -1.8318 -0.5880 -1.3327
H 2.3433 -1.2660 -1.3835
H 3.4120 -1.2606 0.0075
H 1.7676 -2.1166 0.0609
H -2.8972 1.9373 -0.5873
H 0.0237 1.3791 -0.0448
H -2.0436 1.4692 0.9560
*
```



11.
Entry from OMol25: a single C3H7FO molecule at a distorted geometry (ωB97M-V/def2-TZVPD).

Calculated values
HOMO-LUMO gap: 11.60 eV
SMILES string: C[C@@H](F)CO
Energy above the lowest of the compared OMol25 structures with the same formula, charge and spin: 122.5 kJ/mol
Calculated total energy: -7987.8235 eV

Structure (ORCA input):
```
! wB97M-V def2-TZVPD RIJCOSX def2/J DEFGRID3
* xyz 0 1
C 1.0365 -0.8415 -0.4825
C 0.2392 -0.1824 0.5566
C -0.7748 0.5626 -0.2071
H 1.7178 -0.1770 -0.9109
H 0.0959 -1.3323 -1.1232
H 1.7092 -1.5691 -0.0020
H -0.0527 -0.9352 1.4371
H -0.0306 1.2430 -0.7882
H -1.3783 1.2080 0.4374
H -2.3567 -0.5639 -0.8712
O -1.4568 -0.2716 -1.1846
F 0.9938 0.7853 1.3440
*
```



12.
Entry from OMol25: a 2-piece molecular cluster, C3H7FO2 overall at a distorted geometry (ωB97M-V/def2-TZVPD).

Calculated values
HOMO-LUMO gap: 8.90 eV
Energy above the lowest of the compared OMol25 structures with the same formula, charge and spin: 347.8 kJ/mol
Calculated total energy: -10032.7126 eV

Structure (ORCA input):
```
! wB97M-V def2-TZVPD RIJCOSX def2/J DEFGRID3
* xyz 0 1
C 1.6383 0.5006 0.6877
C -1.5864 0.1484 -0.3329
C 0.2826 -1.1180 -0.0855
O -1.6906 0.5175 -1.6520
O 1.4532 -0.4649 -0.3534
F 0.2423 -1.6563 1.2020
H 0.9642 1.3293 0.8214
H 2.5666 0.8400 0.3816
H 1.6755 -0.1231 1.7429
H -2.1778 -0.6710 -0.2445
H -1.5354 1.0207 0.4722
H 0.1393 -1.7779 -0.9081
H -1.9716 1.4548 -1.7317
*
```